{
  "formula": "C36H36B2N10Na",
  "method": "ωB97M-V/def2-TZVPD",
  "total_charge": -1,
  "homo_ev": -5.62,
  "species": ["N", "C", "H", "C", "N", "H", "N", "H", "C", "H", "C", "C", "H", "C", "C", "C", "H", "H", "H", "N", "C", "H", "C", "C", "H", "H", "N", "H", "C", "H", "H", "N", "C", "H", "H", "C", "H", "C", "C", "H", "H", "H", "C", "C", "C", "C", "H", "C", "H", "N", "C", "C", "N", "H", "C", "H", "C", "C", "N", "C", "C", "H", "H", "H", "B", "Na", "C", "C", "C", "C", "H", "B", "C", "H", "H", "C", "H", "H", "H", "C", "H", "H", "H", "N", "C"],
  "xyz": [[0.57818, -0.39890, 2.58612], [5.03475, 2.10026, -0.58579], [-0.25985, -2.57558, -2.34427], [4.46287, -0.42165, 5.45647], [3.82908, 0.65097, -1.74544], [3.17889, -1.52161, -1.97455], [-1.51606, -2.01229, -0.24173], [2.52074, 0.31396, 5.99229], [5.23098, -1.04998, 4.48593], [-4.87422, 0.67313, 1.34516], [-0.00503, 5.34359, -3.58840], [-3.16191, -2.24339, 1.23931], [-2.98149, 4.90112, -2.03212], [3.67960, 2.17941, -0.24348], [-1.93409, 4.75731, -2.27260], [-4.43746, 1.61678, 1.66665], [5.90426, 0.70012, -2.10608], [-3.92683, -4.13572, 0.44796], [3.18964, 2.83227, 0.46493], [2.95902, 1.30714, -0.94941], [4.63283, -1.45439, 3.29783], [-0.49503, -0.13865, 0.58439], [0.14131, 3.60507, -1.92869], [-2.39215, 0.66780, 4.45250], [0.13668, 0.14628, 5.79554], [1.77405, 4.20777, -3.16729], [-1.25856, 1.82944, -0.15437], [-0.62023, -6.17004, -4.65733], [3.11016, -0.19500, 5.23749], [4.25692, -0.71212, -3.49226], [-1.10557, 0.03136, -3.38139], [-2.13521, -1.44868, 0.83553], [-0.06005, 0.05825, -3.65704], [-3.12847, -5.55226, -1.24505], [-3.23054, 0.18656, 3.96217], [-0.72386, -3.53882, -2.51850], [-2.47257, 0.48113, 5.52262], [-4.06186, -2.01861, 2.41208], [-0.93098, -5.55546, -3.82087], [-4.23465, 1.54962, 2.72942], [-4.56293, -2.95682, 2.64461], [-3.51485, -1.70958, 3.30006], [-1.34001, 5.53479, -3.25831], [-1.73836, -3.96862, -1.66014], [-2.34140, -5.20067, -1.90202], [-3.21780, -3.32332, 0.38925], [-4.83523, -1.27966, 2.20772], [-2.16283, -3.12697, -0.52422], [6.28780, -1.22205, 4.65185], [-2.08521, 1.23323, 0.75434], [5.07416, 1.10819, -1.55173], [-1.94215, -5.98903, -2.97366], [-0.75003, -0.09662, 2.67279], [2.73511, 0.46393, -5.28713], [-1.07106, 0.17630, 3.96421], [0.72425, 2.85334, -1.41289], [0.73217, 4.37384, -2.91830], [3.28097, -1.23668, 3.08469], [2.06156, -0.17011, -3.38849], [-3.10528, 3.06618, 0.04563], [-0.32522, -4.32616, -3.58688], [0.05191, 0.80558, -5.76306], [2.81015, -1.55065, 2.16316], [0.45572, 5.94229, -4.36520], [-1.43286, -0.11053, 1.25455], [0.90021, 0.08716, -0.57364], [0.53436, 0.45450, -4.86497], [0.06248, 0.01810, 4.72632], [-1.84837, 2.93345, -0.57398], [1.06975, -0.33965, 3.81149], [-2.42267, -6.94552, -3.14593], [3.38496, -0.54081, -2.66524], [-3.22880, 1.96378, 0.86166], [0.46424, -3.97444, -4.24122], [5.86013, 2.67026, -0.19331], [-1.20374, 3.78184, -1.59687], [4.92106, -0.09361, 6.38241], [-3.84057, 3.84697, -0.07714], [-1.92645, 6.28445, -3.77752], [2.50215, -0.59898, 4.05169], [-2.48366, 1.74508, 4.29540], [5.22479, -1.94007, 2.53133], [-5.18458, 2.39428, 1.51776], [0.86382, -0.32115, -2.77676], [1.88902, 0.28797, -4.64000]],
  "lowdin_charge": [0.13, -0.09, 0.08, -0.10, -0.09, 0.06, 0.13, 0.10, -0.11, 0.07, -0.11, -0.28, 0.10, -0.17, -0.05, -0.02, 0.11, 0.10, 0.10, 0.02, -0.08, 0.03, -0.02, -0.03, 0.10, 0.10, 0.12, 0.09, -0.04, 0.06, 0.11, 0.04, -0.16, 0.10, 0.04, -0.02, 0.08, -0.02, -0.11, 0.05, 0.08, 0.06, -0.10, -0.16, -0.05, 0.00, 0.06, -0.25, 0.09, 0.05, -0.12, -0.11, 0.04, 0.11, -0.28, 0.09, -0.08, -0.03, -0.09, 0.01, -0.08, 0.08, 0.11, 0.09, -0.45, 0.36, -0.08, 0.00, -0.25, -0.26, 0.09, -0.42, -0.27, 0.10, 0.08, -0.15, 0.09, 0.10, 0.09, -0.16, 0.09, 0.10, 0.08, 0.00, -0.11]
}

=====

{
  "formula": "C33H44CrN10O2",
  "method": "ωB97M-V/def2-TZVPD",
  "total_charge": 2,
  "homo_ev": [-12.65, -12.65],
  "multiplicity": 5,
  "s_squared": 6.018,
  "species": ["H", "H", "C", "H", "N", "C", "H", "C", "H", "H", "N", "C", "H", "H", "C", "H", "N", "H", "C", "N", "C", "H", "O", "H", "C", "C", "H", "H", "H", "H", "C", "C", "N", "H", "N", "C", "C", "H", "H", "C", "H", "C", "H", "N", "H", "H", "H", "H", "H", "H", "H", "C", "C", "H", "C", "C", "C", "H", "H", "H", "N", "H", "C", "H", "H", "H", "Cr", "N", "C", "H", "C", "H", "C", "C", "C", "H", "C", "H", "C", "C", "C", "H", "O", "C", "H", "C", "H", "C", "H", "N"],
  "xyz": [[3.15148, 0.03406, 3.95967], [0.32931, 4.20577, -1.33259], [-2.23811, -1.66216, 4.27026], [-1.30589, -0.91253, -8.23427], [3.01148, -0.46692, 0.61137], [-1.99117, -1.53817, 1.19654], [2.52524, -1.42079, 3.19436], [-3.07553, -0.67076, 1.30668], [-1.22285, 1.20366, -7.02300], [-0.50645, 2.72104, -4.36762], [2.06457, 2.60252, 1.09727], [-1.98567, -0.58277, 5.11260], [5.12054, -2.31601, 0.32518], [1.85115, 3.62535, 2.94460], [-0.13626, 3.03505, -3.40345], [-1.42627, -2.30839, 3.95412], [0.87755, 2.12950, -1.39538], [2.48303, -0.35551, -6.94361], [-2.73924, 1.36930, 6.54358], [1.59507, -0.60038, -1.54374], [3.69660, -0.19804, 1.88400], [-4.69294, -3.55136, 3.22133], [0.62765, -0.62139, -7.69916], [-3.10426, 1.13301, 7.54625], [-0.90397, 0.42900, -4.09083], [-2.92019, 0.64651, 0.92424], [1.03592, -3.83521, -3.49492], [1.15512, 1.53697, -6.19603], [-5.13766, 0.51652, 5.56783], [-2.24682, 0.07892, -6.09863], [0.54678, -1.77715, -3.31244], [1.10593, 3.59578, 0.54604], [-2.01978, -2.88550, 1.54494], [1.68593, 0.62772, -4.76939], [1.41114, 0.26890, 2.73447], [3.14887, -1.57651, 0.00478], [2.10678, 2.62933, 2.58668], [0.65801, -0.31949, 3.05816], [4.55914, -0.83634, 2.03991], [-3.00900, 0.22475, 5.59348], [1.36278, 4.60751, 0.85450], [2.69891, -0.35583, 3.04213], [-5.59729, -1.37044, 4.05213], [-3.85523, -3.03522, 3.01293], [1.33894, 1.69300, 4.32467], [-1.67249, 1.58221, 6.62210], [-1.37499, -3.48794, 1.06478], [-0.95225, 3.55881, -2.89860], [3.13251, 2.44125, 2.89838], [-0.17220, -1.80421, -4.11499], [-1.56470, 2.11281, 0.12140], [4.08971, -2.65767, 0.43565], [-4.31110, -0.08628, 5.19969], [4.06426, 0.82569, 1.84363], [1.09065, 3.52703, -0.96644], [-1.24259, 0.27058, -6.45646], [-3.09812, -3.63814, 2.04872], [0.12229, 3.36538, 0.94971], [3.93726, -2.92232, 1.48201], [-4.03591, -1.02689, 1.66204], [-0.36151, 0.42798, -5.27309], [0.06240, -1.65849, 0.61165], [1.47768, -0.54150, -6.57758], [-0.96389, -0.38728, 5.43153], [2.69273, -3.77358, -1.63622], [2.98444, 2.88248, 0.77859], [1.58432, 0.75703, -0.07090], [-0.64394, 0.27616, 0.35335], [0.35185, 1.89625, -2.54508], [-3.24909, 2.27956, 6.22224], [-4.57506, -1.14855, 4.34839], [-0.81012, -1.81058, -6.78925], [0.79206, -0.58481, -2.61232], [-0.80584, -1.00605, 0.70704], [-1.69772, 1.08752, 0.44972], [0.14479, 1.87203, 3.04209], [2.14251, -2.88477, -1.90904], [-3.75430, 1.33511, 0.98758], [1.06400, 0.59298, -5.65590], [1.18747, 1.61922, 3.24281], [-0.72168, -0.85483, -7.32181], [0.67583, 3.74651, -3.55969], [-3.30190, -4.75631, 1.63005], [-3.53652, -1.94183, 3.87346], [3.97935, -3.56043, -0.15531], [1.21892, -2.91326, -2.95494], [2.05033, 3.87717, -1.35292], [2.28776, -1.72124, -1.21383], [1.47826, -1.49070, -6.02879], [0.20123, 0.60662, -3.06307]],
  "mulliken_spin": [0.00, 0.00, 0.00, 0.00, -0.19, -0.01, 0.00, 0.00, 0.00, 0.00, 0.05, 0.00, 0.01, 0.00, 0.01, 0.00, -0.15, 0.00, 0.00, 0.04, 0.07, 0.00, 0.00, 0.00, 0.00, 0.00, 0.00, 0.00, 0.00, 0.00, 0.00, 0.04, 0.00, 0.00, 0.03, 0.12, 0.03, 0.00, 0.01, 0.00, 0.00, 0.00, 0.00, 0.00, 0.00, 0.00, 0.00, 0.00, 0.00, 0.00, 0.00, 0.00, 0.00, -0.02, 0.04, 0.00, 0.00, -0.01, 0.00, 0.00, 0.00, -0.04, 0.00, 0.00, 0.00, 0.01, 3.61, -0.06, 0.11, 0.00, 0.00, 0.00, 0.07, 0.06, 0.06, -0.01, 0.01, 0.00, 0.00, 0.01, 0.00, 0.00, 0.00, 0.00, 0.00, 0.02, -0.04, 0.12, 0.00, 0.00]
}

=====

{
  "formula": "C13H9N3O4S",
  "method": "ωB97M-V/def2-TZVPD",
  "smiles": "Cc1c[nH]c(=O)c([N+](=O)[O-])c1Sc1nc2ccccc2o1",
  "total_charge": 0,
  "homo_ev": -9.01,
  "species": ["H", "H", "C", "O", "O", "H", "C", "N", "C", "S", "C", "C", "H", "H", "N", "N", "C", "C", "O", "O", "H", "C", "C", "C", "C", "H", "H", "C", "H", "C"],
  "xyz": [[4.20974, 0.51008, 3.36510], [-3.17660, 1.14790, 1.07525], [-1.60773, -0.67768, -1.39212], [-2.24389, -3.02477, -3.20824], [-1.40035, -3.96059, -1.41490], [-4.20017, -1.06349, 1.39251], [-2.29356, -1.89868, -1.23883], [-1.99213, -3.05169, -1.98923], [-2.02324, 0.52276, -0.56123], [-0.13452, -0.50722, -2.36015], [2.52991, 1.00594, -0.09774], [2.13832, -0.01284, 0.73386], [-2.06043, 2.65465, -0.21607], [4.99237, 2.32183, 1.87483], [1.84166, 0.96497, -1.29182], [-3.51753, -0.93211, 0.65908], [1.05207, -0.06480, -1.11395], [3.60852, 1.82943, 0.29747], [1.18067, -0.71391, 0.09436], [-4.01110, -3.00162, 0.06326], [2.31625, -1.01609, 2.62358], [-1.47307, 1.88803, -0.78770], [2.67704, -0.20247, 1.98471], [-3.29925, -2.03839, -0.13974], [-2.96002, 0.32258, 0.41221], [4.01698, 2.59228, -0.36225], [-1.62535, 2.10345, -1.83992], [4.15777, 1.67772, 1.54456], [-0.42033, 1.97721, -0.51470], [3.71796, 0.64752, 2.40778]],
  "nbo_charge": [0.22, 0.22, -0.10, -0.35, -0.32, 0.43, -0.03, 0.50, -0.11, 0.35, 0.03, 0.29, 0.22, 0.22, -0.43, -0.56, 0.33, -0.19, -0.42, -0.59, 0.23, -0.63, -0.27, 0.62, 0.06, 0.23, 0.23, -0.22, 0.23, -0.20]
}

=====

{
  "formula": "C3H5NO3",
  "method": "ωB97M-V/def2-TZVPD",
  "smiles": "C[C@H](C=O)[N+](=O)[O-]",
  "total_charge": 0,
  "homo_ev": -10.65,
  "species": ["N", "H", "H", "C", "O", "H", "O", "H", "C", "O", "C", "H"],
  "xyz": [[0.52140, -0.14210, 1.38554], [-0.02281, 1.03689, -1.78741], [1.21858, -0.72788, -0.48841], [0.32966, -0.22753, -0.08975], [-1.21109, -2.14280, 0.28541], [-0.78766, 1.60462, -0.29687], [1.03845, -1.09253, 1.91188], [0.95055, 1.78436, -0.51747], [-0.86558, -1.19430, -0.35355], [0.12800, 0.85481, 1.93472], [0.10132, 1.13375, -0.71337], [-1.40082, -0.88732, -1.27072]],
  "nbo_charge": [0.54, 0.22, 0.25, -0.23, -0.46, 0.24, -0.35, 0.24, 0.44, -0.38, -0.63, 0.11]
}

=====

{
  "formula": "C4H11N3O",
  "method": "ωB97M-V/def2-TZVPD",
  "smiles": "N/C=N\\O.C=NCC",
  "total_charge": 0,
  "homo_ev": -8.20,
  "species": ["H", "H", "N", "H", "H", "N", "H", "N", "H", "H", "C", "H", "C", "H", "H", "H", "C", "C", "O"],
  "xyz": [[-0.21729, 0.48025, 3.32684], [0.52789, -2.49465, -1.95159], [-0.84545, -1.38837, -2.62482], [2.13885, -0.84886, 1.14798], [-2.36844, 1.06981, -1.17483], [-1.75065, 0.28174, -1.21970], [-1.10572, 0.13944, -0.44803], [-0.22131, 0.54333, 1.25311], [1.51222, -0.37318, -0.42831], [2.96245, 0.41581, 0.22352], [1.99389, -0.00746, 0.47433], [1.06187, 1.93210, 0.49206], [-1.63643, -0.43163, -2.35673], [-2.31563, -0.18969, -3.16500], [1.53489, 1.34300, 2.11297], [-1.72723, -0.09641, 2.41454], [-0.72517, 0.30489, 2.37213], [1.11413, 1.05018, 1.13760], [0.06713, -1.73030, -1.58608]],
  "nbo_charge": [0.14, 0.48, -0.25, 0.20, 0.39, -0.85, 0.43, -0.42, 0.24, 0.21, -0.62, 0.20, 0.21, 0.18, 0.16, 0.17, -0.04, -0.24, -0.62]
}

=====

{
  "formula": "C26H36As2BeN7O8PS2",
  "method": "ωB97M-V/def2-TZVPD",
  "total_charge": 2,
  "homo_ev": -13.58,
  "species": ["C", "H", "C", "H", "O", "H", "H", "S", "H", "N", "C", "Be", "N", "H", "H", "H", "C", "P", "H", "H", "C", "N", "C", "H", "H", "H", "O", "H", "H", "H", "N", "H", "C", "O", "H", "O", "H", "As", "C", "O", "C", "C", "H", "H", "C", "H", "C", "C", "N", "C", "N", "H", "C", "C", "As", "H", "C", "C", "H", "C", "N", "O", "H", "H", "C", "H", "S", "H", "C", "H", "H", "H", "C", "C", "C", "C", "H", "O", "H", "H", "H", "C", "O"],
  "xyz": [[-1.58652, 4.70986, -1.43497], [1.00659, 1.89708, 2.02806], [-4.46589, 3.16944, 2.87631], [-0.65025, 1.99294, 2.64622], [-4.06535, -1.26060, -0.77912], [3.90573, 4.30792, -0.48633], [-2.57817, 0.50648, 3.76595], [1.15548, 3.11488, -4.41843], [3.65296, -5.18858, -2.04143], [1.26047, 1.50772, -2.43775], [3.55433, 3.32679, -0.18859], [1.19964, 0.49154, -1.06714], [3.79247, -3.30972, -1.15409], [3.47963, -3.83243, -3.16451], [-0.22511, -0.15628, -3.75880], [0.35147, -4.89918, -0.60364], [-2.50662, -1.37696, -2.78554], [1.55004, -1.68973, -1.23054], [2.57694, 4.55531, -3.00711], [3.85152, -4.77950, 0.31296], [2.06099, 3.60398, -3.03128], [3.18209, 0.10424, 1.73419], [-2.90506, -1.22648, -0.49146], [-3.29028, -2.12200, -2.82118], [1.28117, -2.81309, -3.41880], [-3.84930, 2.37626, 3.29366], [-5.67393, 1.53317, 0.00821], [0.19374, -2.80334, 0.46329], [-5.07151, 3.60083, 3.65960], [-0.11560, 3.10928, 1.37843], [1.95365, -3.92636, 0.34518], [-0.55870, 5.04849, -1.47681], [-3.45390, -0.13601, 3.73253], [-1.56030, 3.35975, -0.90850], [0.53034, -0.97807, 4.90842], [-5.39196, 2.66541, 1.89621], [3.80903, 0.05863, 2.51846], [-0.66894, 0.90014, 0.36784], [-1.21462, -0.70949, 1.32193], [-1.94113, -1.28513, -1.45048], [1.43224, -4.80430, -0.70790], [3.40411, -1.92999, -1.37722], [2.06402, -0.38212, 4.22473], [3.70787, -1.62506, -2.37832], [-0.65767, -1.11735, 2.65307], [-4.30089, 0.36513, 4.20096], [1.22241, -1.05095, 4.07646], [-2.64054, 3.03047, -0.16279], [2.44730, 1.28299, -0.17567], [3.40830, -3.79600, 0.17392], [0.01797, 0.67836, -4.25561], [1.87945, -5.78979, -0.58594], [3.18301, 1.16701, 0.91454], [2.67473, 2.52913, -0.80310], [-4.06283, -0.64789, 1.94687], [-2.02686, 4.70055, -2.42881], [-2.53870, 1.64956, 0.41856], [-2.42117, -1.14971, 0.94291], [2.53302, -0.64570, 1.59739], [-3.62340, 1.15582, 1.03714], [1.75984, -4.31333, -2.04987], [0.58880, -0.63468, 2.84046], [-3.24985, -1.05114, 4.28287], [-0.33685, 0.80871, -5.18704], [2.00432, 2.65254, -2.09348], [3.91981, -1.27528, -0.67261], [4.14993, 2.55821, 1.23620], [3.81006, -3.12851, 0.93964], [-0.02576, 2.09616, 1.76409], [-3.84189, 3.93927, 2.43455], [-2.17214, 5.35643, -0.79386], [-1.69673, -1.67252, -3.44675], [1.05077, -3.10028, -2.39330], [1.26641, -2.64903, 0.35931], [0.75284, 1.62428, -3.65105], [-4.97227, 1.87298, 0.91686], [1.58001, -2.06799, 1.22679], [-3.54542, 3.78966, 0.02443], [1.56143, -2.08400, 3.99777], [-2.93174, -0.41893, -3.08044], [-0.01778, -3.25795, -2.29009], [3.22140, -4.19802, -2.17078], [-1.15271, -1.91393, 3.39414]],
  "lowdin_charge": [0.00, 0.01, -0.01, 0.05, 0.10, 0.10, 0.02, 1.15, 0.14, 0.01, -0.29, -0.03, -0.14, 0.13, 0.07, 0.14, -0.02, 1.08, 0.10, 0.14, -0.30, 0.16, -0.56, 0.11, 0.10, 0.06, 0.16, 0.09, 0.11, 0.05, -0.13, 0.09, -0.30, -0.10, 0.11, 0.01, 0.12, 1.37, -0.31, -0.11, -0.15, -0.29, 0.09, 0.10, -0.55, 0.04, 0.00, -0.50, 0.00, -0.16, 0.16, 0.14, -0.66, -0.29, 1.43, 0.11, -0.21, -0.29, 0.06, -0.21, -0.14, -0.14, 0.03, 0.13, -0.30, 0.08, 1.15, 0.13, -0.21, 0.09, 0.10, 0.08, -0.28, -0.29, -0.62, -0.58, 0.06, 0.15, 0.11, 0.11, 0.08, -0.15, 0.13]
}